7 unconnected molecules or ions with the total composition C37H68ClF17NO10S7 in a non-equilibrium geometry. Source: the Open Molecules 2025 dataset; level of theory: ωB97M-V/def2-TZVPD.

HOMO energy = -9.708 eV
F_max = 0.137 hartree/bohr
Lowest unoccupied orbital energy = -2.53 eV
E = -195983.603 eV
Net charge = +1
2S+1 = 1

Each atom is followed by the atoms it is bonded to, with distances in Å.
Element x y z (Å)
1 Cl -0.471 -3.615 -1.656  S3 2.104
2 S -4.238 4.778 -10.067  O28 1.495, C61 1.807, C71 1.806
3 S -2.559 -3.620 -1.398  Cl1 2.104, O30 1.532, O33 1.510, C45 1.868
4 S -1.638 0.771 -4.127  O27 1.498, C66 1.806, C67 1.805
5 S 8.485 6.378 -2.304  O34 1.494, C42 1.806, C72 1.807
6 S 5.974 4.931 2.564  O31 1.495, C40 1.806, C64 1.806
7 S -7.313 -0.392 0.539  O29 1.501, C39 1.805, C55 1.805
8 S -2.519 -1.096 -9.215  O32 1.497, C46 1.806, C53 1.806
9 F 6.845 -0.598 -0.754  C70 1.440
10 F 4.093 0.425 1.464  C41 1.422
11 F 4.289 -3.253 2.002  C58 1.450
12 F 5.337 -3.018 4.013  C58 1.450
13 F 2.816 -2.750 4.426  C56 1.458
14 F 3.704 -0.927 5.912  C44 1.450
15 F 6.678 -0.771 3.280  C63 1.448
16 F 4.332 -1.465 -2.220  C49 1.446
17 F 4.961 0.654 -0.952  C70 1.452
18 F 2.352 -1.554 2.558  C56 1.450
19 F 6.320 0.884 1.491  C41 1.454
20 F 2.263 1.375 5.783  C51 1.453
21 F 3.252 -1.744 -0.237  C49 1.434
22 F 6.640 -2.246 1.574  C63 1.456
23 F 4.388 0.576 4.311  C44 1.415
24 F 1.823 1.097 3.521  C51 1.430
25 F 5.160 -3.015 -0.778  C49 1.413
26 O -1.232 -5.975 3.785  C43 1.454, C50 1.432
27 O -2.774 0.544 -3.176  S4 1.498
28 O -5.394 4.354 -10.915  S2 1.495
29 O -6.078 -0.452 1.391  S7 1.501
30 O -3.237 -3.678 -2.770  S3 1.532
31 O 5.780 6.410 2.463  S6 1.495
32 O -2.514 0.385 -9.001  S8 1.497
33 O -2.894 -4.914 -0.696  S3 1.510
34 O 9.421 6.822 -3.381  S5 1.494
35 O 0.245 -4.446 2.893  C50 1.284
36 N -3.347 0.426 2.895  C65 1.530, C69 1.541, H77 1.033, H121 1.034
37 C -3.639 -1.232 4.635  C62 1.602, C69 1.604, H107 1.165, H133 1.161
38 C 0.781 -0.545 5.188  C51 1.597, C73 1.604, H97 1.144, H123 1.164
39 C -8.729 -0.680 1.620  S7 1.805, H76 1.092, H84 1.091, H139 1.091
40 C 7.476 4.645 3.525  S6 1.806, H91 1.091, H115 1.092, H141 1.092
41 C 5.362 -0.191 1.286  F10 1.422, F19 1.454, C63 1.588, C70 1.618
42 C 7.289 7.706 -2.044  S5 1.806, H94 1.092, H130 1.091, H131 1.092
43 C -1.822 -5.914 5.113  O26 1.454, C60 1.607, H81 1.147, H118 1.162
44 C 3.418 -0.417 4.585  F14 1.450, F23 1.415, C51 1.638, C56 1.593
45 C -3.118 -2.091 -0.481  S3 1.868, C59 1.623, H105 1.161, H124 1.147
46 C -2.753 -1.387 -10.981  S8 1.806, H78 1.091, H86 1.092, H101 1.092
47 C -1.781 -1.377 2.552  C48 1.606, C69 1.640, H103 1.164, H128 1.147
48 C -2.599 -2.687 2.111  C47 1.606, C59 1.614, H85 1.164, H138 1.143
49 C 4.563 -1.735 -0.818  F16 1.446, F21 1.434, F25 1.413, C70 1.606
50 C 0.073 -5.386 3.750  O26 1.432, O35 1.284, C52 1.613
51 C 2.001 0.388 4.750  F20 1.453, F24 1.430, C38 1.597, C44 1.638
52 C 1.322 -5.856 4.656  C50 1.613, H80 1.143, H83 1.157, H122 1.149
53 C -0.803 -1.657 -9.160  S8 1.806, H108 1.091, H119 1.092, H129 1.092
54 C -2.036 -3.247 5.514  C60 1.611, C62 1.606, H112 1.143, H125 1.165
55 C -7.668 1.349 0.223  S7 1.805, H98 1.091, H100 1.092, H135 1.091
56 C 3.350 -1.670 3.604  F13 1.458, F18 1.450, C44 1.593, C58 1.579
57 C -1.189 1.744 3.377  C65 1.647, C68 1.630, H92 1.159, H96 1.151
58 C 4.676 -2.250 2.975  F11 1.450, F12 1.450, C56 1.579, C63 1.574
59 C -3.726 -2.419 0.988  C45 1.623, C48 1.614, H109 1.163, H117 1.156
60 C -2.797 -4.655 5.326  C43 1.607, C54 1.611, H95 1.164, H134 1.149
61 C -3.059 5.625 -11.143  S2 1.807, H82 1.092, H113 1.091, H116 1.092
62 C -3.139 -2.133 5.862  C37 1.602, C54 1.606, H104 1.162, H140 1.164
63 C 5.769 -1.338 2.305  F15 1.448, F22 1.456, C41 1.588, C58 1.574
64 C 6.653 4.366 0.988  S6 1.806, H110 1.091, H126 1.091, H136 1.092
65 C -2.630 1.741 2.579  N36 1.530, C57 1.647, H88 1.143, H90 1.161
66 C -0.497 -0.617 -3.946  S4 1.806, H106 1.092, H114 1.092, H120 1.091
67 C -2.216 0.324 -5.778  S4 1.805, H75 1.092, H87 1.091, H99 1.091
68 C -1.583 0.621 4.490  C57 1.630, C69 1.639, C73 1.590, H111 1.168
69 C -2.496 -0.526 3.758  N36 1.541, C37 1.604, C47 1.640, C68 1.639
70 C 5.483 -0.529 -0.291  F9 1.440, F17 1.452, C41 1.618, C49 1.606
71 C -3.213 3.319 -9.780  S2 1.806, H79 1.090, H89 1.091, H132 1.092
72 C 7.315 5.218 -3.046  S5 1.807, H93 1.092, H127 1.092, H137 1.091
73 C -0.556 0.221 5.637  C38 1.604, C68 1.590, H74 1.158, H102 1.163
74 H -1.017 -0.397 6.501  C73 1.158
75 H -2.650 -0.678 -5.763  C67 1.092
76 H -8.690 -0.001 2.474  C39 1.092
77 H -4.247 0.755 3.281  N36 1.033
78 H -3.760 -1.067 -11.254  C46 1.091
79 H -3.770 2.623 -9.153  C71 1.090
80 H 2.151 -5.078 4.534  C52 1.143
81 H -1.070 -5.943 5.978  C43 1.147
82 H -2.147 5.844 -10.584  C61 1.092
83 H 1.043 -5.939 5.776  C52 1.157
84 H -9.652 -0.524 1.059  C39 1.091
85 H -1.821 -3.394 1.610  C48 1.164
86 H -2.642 -2.452 -11.193  C46 1.092
87 H -2.977 1.043 -6.085  C67 1.091
88 H -2.479 1.919 1.460  C65 1.143
89 H -2.973 2.839 -10.730  C71 1.091
90 H -3.166 2.606 3.138  C65 1.161
91 H 7.296 4.967 4.551  C40 1.091
92 H -0.946 2.788 3.819  C57 1.159
93 H 6.863 5.662 -3.935  C72 1.092
94 H 6.839 7.994 -2.996  C42 1.092
95 H -3.354 -4.851 6.328  C60 1.164
96 H -0.489 1.347 2.555  C57 1.151
97 H 0.650 -1.342 4.379  C38 1.144
98 H -6.878 1.754 -0.412  C55 1.091
99 H -1.381 0.362 -6.479  C67 1.091
100 H -7.695 1.901 1.164  C55 1.092
101 H -2.023 -0.811 -11.554  C46 1.092
102 H -0.212 1.210 6.144  C73 1.163
103 H -1.662 -0.734 1.589  C47 1.164
104 H -2.849 -1.455 6.760  C62 1.162
105 H -4.009 -1.678 -1.099  C45 1.161
106 H -1.039 -1.560 -4.045  C66 1.092
107 H -4.300 -0.392 5.100  C37 1.165
108 H -0.430 -1.529 -8.143  C53 1.091
109 H -4.288 -3.429 0.861  C59 1.163
110 H 6.921 3.311 1.063  C64 1.091
111 H -2.411 1.191 5.085  C68 1.168
112 H -1.308 -2.978 4.675  C54 1.143
113 H -3.508 6.560 -11.481  C61 1.091
114 H 0.283 -0.551 -4.706  C66 1.092
115 H 7.716 3.580 3.517  C40 1.092
116 H -2.829 5.000 -12.009  C61 1.092
117 H -4.538 -1.662 1.312  C59 1.156
118 H -2.467 -6.875 5.227  C43 1.162
119 H -0.195 -1.065 -9.847  C53 1.092
120 H -0.043 -0.563 -2.955  C66 1.091
121 H -3.610 0.112 1.945  N36 1.034
122 H 1.621 -6.912 4.316  C52 1.149
123 H 1.150 -1.121 6.129  C38 1.164
124 H -2.316 -1.272 -0.479  C45 1.147
125 H -1.385 -3.370 6.471  C54 1.165
126 H 5.890 4.491 0.218  C64 1.091
127 H 6.542 4.964 -2.318  C72 1.092
128 H -0.719 -1.721 2.818  C47 1.147
129 H -0.756 -2.713 -9.431  C53 1.092
130 H 7.811 8.563 -1.616  C42 1.091
131 H 6.516 7.370 -1.349  C42 1.092
132 H -2.295 3.613 -9.266  C71 1.092
133 H -4.380 -1.867 4.008  C37 1.161
134 H -3.594 -4.664 4.497  C60 1.149
135 H -8.626 1.437 -0.293  C55 1.091
136 H 7.532 4.959 0.726  C64 1.092
137 H 7.856 4.314 -3.328  C72 1.091
138 H -3.055 -3.297 2.964  C48 1.143
139 H -8.691 -1.711 1.974  C39 1.091
140 H -4.074 -2.712 6.242  C62 1.164
141 H 8.304 5.220 3.104  C40 1.092

Atom charges from the Mulliken analysis, given in e for atoms 1 to 99: number 1, Cl, carries -0.16; number 2, S, carries 0.49; number 3, S, carries 1.14; number 4, S, carries 0.44; number 5, S, carries 0.50; number 6, S, carries 0.56; number 7, S, carries 0.41; number 8, S, carries 0.47; number 9, F, carries -0.26; number 10, F, carries -0.24; number 11, F, carries -0.25; number 12, F, carries -0.29; number 13, F, carries -0.30; number 14, F, carries -0.31; number 15, F, carries -0.27; number 16, F, carries -0.26; number 17, F, carries -0.27; number 18, F, carries -0.15; number 19, F, carries -0.32; number 20, F, carries -0.37; number 21, F, carries -0.19; number 22, F, carries -0.27; number 23, F, carries -0.21; number 24, F, carries -0.27; number 25, F, carries -0.21; number 26, O, carries -0.32; number 27, O, carries -0.59; number 28, O, carries -0.62; number 29, O, carries -0.70; number 30, O, carries -0.58; number 31, O, carries -0.66; number 32, O, carries -0.50; number 33, O, carries -0.59; number 34, O, carries -0.63; number 35, O, carries -0.38; number 36, N, carries 0.40; number 37, C, carries -0.78; number 38, C, carries -0.61; number 39, C, carries -1.04; number 40, C, carries -0.91; number 41, C, carries 0.61; number 42, C, carries -0.90; number 43, C, carries -0.56; number 44, C, carries 0.38; number 45, C, carries -0.56; number 46, C, carries -1.00; number 47, C, carries 0.48; number 48, C, carries 1.19; number 49, C, carries 0.64; number 50, C, carries 0.52; number 51, C, carries 0.89; number 52, C, carries -0.70; number 53, C, carries -0.87; number 54, C, carries 0.70; number 55, C, carries -1.02; number 56, C, carries 0.72; number 57, C, carries -0.54; number 58, C, carries 0.33; number 59, C, carries -0.07; number 60, C, carries -0.81; number 61, C, carries -0.92; number 62, C, carries -1.22; number 63, C, carries 0.43; number 64, C, carries -0.71; number 65, C, carries -0.74; number 66, C, carries -0.81; number 67, C, carries -0.92; number 68, C, carries -0.56; number 69, C, carries 0.91; number 70, C, carries 0.48; number 71, C, carries -0.87; number 72, C, carries -0.85; number 73, C, carries -0.67; number 74, H, carries 0.27; number 75, H, carries 0.35; number 76, H, carries 0.31; number 77, H, carries 0.51; number 78, H, carries 0.33; number 79, H, carries 0.29; number 80, H, carries 0.05; number 81, H, carries 0.23; number 82, H, carries 0.33; number 83, H, carries 0.30; number 84, H, carries 0.43; number 85, H, carries 0.23; number 86, H, carries 0.39; number 87, H, carries 0.35; number 88, H, carries 0.31; number 89, H, carries 0.30; number 90, H, carries 0.34; number 91, H, carries 0.33; number 92, H, carries 0.43; number 93, H, carries 0.35; number 94, H, carries 0.33; number 95, H, carries 0.45; number 96, H, carries 0.13; number 97, H, carries -0.18; number 98, H, carries 0.32; number 99, H, carries 0.27